1.
The following is a DFT calculation (the ωB97M-V functional and the def2-TZVPD basis) of a molecular structure, C30H75B2F8N5NaO10.

Geometry (Å):
Na (-1.154, -1.057, -0.117)
B (-2.255, -2.759, 2.239)
F (-2.282, -3.147, 3.581)
F (-2.373, -3.848, 1.363)
F (-3.316, -1.890, 1.934)
F (-1.052, -2.091, 1.837)
B (1.240, 0.423, -0.289)
F (1.123, -0.818, 0.355)
F (0.413, 1.283, 0.431)
F (2.594, 0.738, -0.357)
F (0.755, 0.287, -1.616)
C (-2.338, 1.490, 2.165)
O (-3.532, 2.069, 1.646)
C (-4.296, 2.605, 2.711)
C (-5.459, 3.383, 2.108)
N (-6.436, 2.539, 1.422)
C (-7.273, 1.708, 2.278)
C (-8.109, 0.742, 1.488)
O (-7.248, -0.194, 0.887)
C (-7.782, -0.869, -0.215)
H (-1.859, 0.889, 1.393)
H (-2.611, 0.717, 2.893)
H (-1.676, 2.270, 2.542)
H (-3.663, 3.274, 3.308)
H (-4.663, 1.832, 3.395)
H (-5.143, 4.188, 1.449)
H (-5.913, 3.823, 3.017)
H (-7.100, 3.219, 1.059)
H (-7.968, 2.327, 2.870)
H (-6.721, 1.096, 2.994)
H (-8.869, 1.236, 0.870)
H (-8.706, 0.203, 2.242)
H (-7.516, -0.352, -1.143)
H (-8.836, -1.149, -0.127)
H (-7.306, -1.845, -0.368)
C (4.568, 0.135, -5.752)
O (4.413, -0.849, -4.737)
C (4.809, -0.364, -3.453)
C (4.522, -1.532, -2.471)
N (4.740, -0.964, -1.142)
C (4.806, -2.019, -0.105)
C (4.485, -1.437, 1.233)
O (4.854, -2.358, 2.278)
C (4.987, -1.755, 3.561)
H (4.021, -0.153, -6.646)
H (5.649, 0.180, -5.937)
H (4.222, 1.107, -5.386)
H (4.268, 0.550, -3.195)
H (5.887, -0.175, -3.507)
H (5.180, -2.356, -2.736)
H (3.498, -1.768, -2.783)
H (3.901, -0.438, -0.887)
H (5.791, -2.496, -0.064)
H (4.172, -2.898, -0.295)
H (3.435, -1.220, 1.447)
H (5.021, -0.503, 1.443)
H (4.086, -1.199, 3.819)
H (5.867, -1.103, 3.624)
H (5.240, -2.637, 4.149)
C (-1.144, -1.053, -5.974)
O (-0.567, -2.006, -5.129)
C (-0.137, -1.626, -3.833)
C (0.498, -2.821, -3.140)
N (-0.532, -3.653, -2.531)
C (-0.033, -4.822, -1.761)
C (1.061, -4.517, -0.732)
O (0.669, -4.968, 0.552)
C (0.669, -6.349, 0.759)
H (-1.099, -1.407, -7.004)
H (-0.748, -0.047, -5.830)
H (-2.233, -1.026, -5.821)
H (-1.070, -1.287, -3.356)
H (0.563, -0.786, -3.881)
H (1.099, -2.390, -2.329)
H (1.082, -3.408, -3.848)
H (-1.197, -3.145, -1.967)
H (0.270, -5.579, -2.490)
H (-0.996, -5.160, -1.373)
H (1.291, -3.467, -0.549)
H (2.018, -4.991, -0.995)
H (0.103, -6.841, -0.043)
H (0.217, -6.640, 1.705)
H (1.709, -6.709, 0.756)
C (-4.126, 4.114, -1.240)
O (-3.072, 3.444, -1.891)
C (-1.899, 3.342, -1.076)
C (-0.767, 3.699, -1.999)
N (-0.581, 2.727, -3.089)
C (0.180, 3.243, -4.233)
C (1.657, 3.615, -3.943)
O (2.107, 4.590, -4.887)
C (1.965, 5.922, -4.379)
H (-4.941, 4.325, -1.935)
H (-3.839, 5.065, -0.775)
H (-4.551, 3.461, -0.466)
H (-1.896, 2.316, -0.670)
H (-1.845, 3.945, -0.163)
H (0.169, 3.815, -1.433)
H (-1.002, 4.703, -2.365)
H (0.016, 2.031, -2.663)
H (-0.223, 4.223, -4.515)
H (0.040, 2.540, -5.048)
H (2.204, 2.720, -4.267)
H (1.945, 3.872, -2.925)
H (1.309, 6.020, -3.503)
H (1.493, 6.544, -5.135)
H (2.942, 6.177, -3.962)
C (1.904, -3.892, 4.646)
O (1.629, -2.870, 5.574)
C (0.423, -2.165, 5.290)
C (0.531, -1.172, 4.172)
N (1.120, 0.147, 4.559)
C (1.385, 0.831, 3.315)
C (2.295, 2.033, 3.510)
O (3.652, 1.591, 3.756)
C (4.379, 2.494, 4.562)
H (2.908, -4.292, 4.785)
H (1.911, -3.521, 3.615)
H (1.199, -4.728, 4.659)
H (0.244, -1.614, 6.220)
H (-0.410, -2.856, 5.148)
H (-0.452, -0.779, 3.897)
H (1.022, -1.644, 3.315)
H (1.978, -0.151, 5.026)
H (0.473, 1.092, 2.773)
H (1.807, 0.167, 2.546)
H (1.842, 2.648, 4.293)
H (2.443, 2.665, 2.628)
H (4.910, 1.877, 5.294)
H (3.862, 3.251, 5.161)
H (5.073, 3.059, 3.928)

Calculated values
gap between HOMO and LUMO = 0.3107 hartree
net charge = -1
HOMO = -6.436 eV
largest force on an atom = 2.7 eV Å⁻¹

---

2.
The following is a DFT calculation (the ωB97M-V functional and the def2-TZVPD basis) of a molecular structure, C30H75F10Li2N5O40P5S10.

Geometry (Å):
Li (17.661, -22.564, 15.888)
Li (15.855, -21.817, 14.411)
N (16.928, -19.992, 10.556)
S (16.747, -19.406, 12.142)
O (16.155, -20.391, 13.045)
O (16.702, -17.954, 12.464)
F (18.323, -19.553, 12.512)
S (15.634, -19.183, 10.073)
O (15.911, -17.779, 9.743)
O (14.354, -19.631, 10.525)
F (15.599, -19.990, 8.616)
N (14.887, -14.313, 17.553)
S (16.510, -13.875, 18.095)
O (17.013, -12.620, 17.550)
O (17.439, -14.965, 18.457)
F (15.928, -13.493, 19.595)
S (15.385, -15.572, 16.866)
O (15.052, -16.833, 17.490)
O (16.399, -15.535, 15.846)
F (14.133, -15.421, 15.887)
N (16.291, -21.145, 16.202)
S (16.789, -19.454, 16.288)
O (17.548, -18.977, 17.422)
O (16.030, -18.514, 15.523)
F (18.032, -19.864, 15.358)
S (15.377, -20.845, 17.445)
O (14.178, -20.039, 17.306)
O (16.089, -20.774, 18.740)
F (14.855, -22.345, 17.459)
N (17.071, -23.251, 14.143)
S (18.424, -23.425, 13.129)
O (18.045, -22.902, 11.825)
O (19.528, -24.378, 13.240)
F (19.128, -22.089, 13.691)
S (16.942, -24.707, 14.034)
O (17.767, -25.451, 14.960)
O (16.692, -25.432, 12.743)
F (15.452, -24.704, 14.786)
N (19.263, -23.155, 16.812)
S (19.249, -23.209, 18.346)
O (19.097, -21.956, 19.111)
O (20.013, -24.247, 18.982)
F (17.710, -23.736, 18.450)
S (20.622, -22.086, 16.675)
O (21.835, -22.299, 17.421)
O (20.315, -20.756, 16.230)
F (21.134, -22.735, 15.270)
C (13.520, -17.409, 13.335)
C (12.798, -16.531, 12.314)
O (12.212, -15.415, 13.017)
P (12.701, -13.877, 13.073)
O (13.043, -13.174, 14.360)
O (11.445, -13.023, 12.398)
C (10.157, -12.934, 12.804)
C (9.649, -14.328, 13.049)
O (13.882, -13.885, 12.008)
C (15.096, -13.263, 12.227)
C (16.047, -14.340, 12.529)
H (14.121, -18.116, 12.764)
H (14.329, -16.851, 13.807)
H (12.976, -17.823, 14.184)
H (13.504, -16.286, 11.519)
H (11.942, -17.072, 11.912)
H (9.955, -12.275, 13.649)
H (9.642, -12.473, 11.961)
H (9.950, -14.654, 14.044)
H (8.573, -14.164, 12.993)
H (9.881, -14.800, 12.094)
H (15.465, -12.723, 11.356)
H (15.191, -12.516, 13.015)
H (16.210, -15.066, 11.732)
H (17.075, -14.062, 12.763)
H (15.638, -15.100, 13.194)
C (13.533, -17.629, 20.169)
C (12.482, -16.754, 19.452)
O (11.654, -16.127, 20.376)
P (12.258, -15.034, 21.429)
O (12.887, -13.898, 20.779)
O (13.203, -15.708, 22.450)
C (13.406, -15.234, 23.815)
C (13.803, -16.551, 24.495)
O (10.952, -14.589, 22.312)
C (10.093, -13.522, 21.886)
C (10.572, -12.085, 22.093)
H (13.725, -18.557, 19.632)
H (14.434, -17.037, 20.331)
H (13.263, -17.920, 21.184)
H (13.005, -16.123, 18.733)
H (11.955, -17.454, 18.804)
H (14.244, -14.538, 23.782)
H (12.602, -14.731, 24.352)
H (14.515, -17.137, 23.913)
H (14.391, -16.224, 25.352)
H (12.998, -17.167, 24.895)
H (9.695, -13.802, 20.911)
H (9.244, -13.593, 22.566)
H (10.945, -11.982, 23.112)
H (11.252, -11.655, 21.358)
H (9.797, -11.319, 22.118)
C (11.908, -26.056, 13.808)
C (11.613, -25.041, 14.833)
O (12.665, -24.076, 14.866)
P (12.499, -22.647, 14.160)
O (13.652, -21.765, 14.439)
O (12.064, -22.814, 12.542)
C (13.016, -23.317, 11.678)
C (12.175, -24.071, 10.688)
O (11.069, -22.064, 14.696)
C (10.876, -20.973, 15.561)
C (10.768, -19.764, 14.639)
H (12.914, -25.999, 13.393)
H (11.724, -27.051, 14.213)
H (11.259, -25.968, 12.937)
H (10.687, -24.471, 14.775)
H (11.727, -25.484, 15.822)
H (13.573, -22.523, 11.179)
H (13.707, -24.053, 12.089)
H (12.688, -24.405, 9.786)
H (11.806, -24.980, 11.162)
H (11.214, -23.655, 10.386)
H (9.836, -20.972, 15.886)
H (11.632, -20.834, 16.334)
H (11.710, -19.733, 14.092)
H (9.875, -19.819, 14.017)
H (10.617, -18.829, 15.178)
C (7.321, -20.530, 17.473)
C (7.529, -22.028, 17.471)
O (8.827, -22.323, 18.021)
P (9.101, -23.868, 18.448)
O (8.248, -24.473, 19.479)
O (8.959, -24.582, 16.940)
C (8.680, -25.900, 16.701)
C (7.161, -26.089, 16.310)
O (10.668, -23.948, 18.760)
C (11.598, -22.952, 18.465)
C (12.089, -22.095, 19.702)
H (7.311, -20.078, 18.465)
H (8.017, -20.028, 16.801)
H (6.351, -20.345, 17.012)
H (6.740, -22.559, 18.003)
H (7.508, -22.524, 16.501)
H (9.484, -26.168, 16.015)
H (8.842, -26.472, 17.614)
H (7.154, -25.405, 15.461)
H (6.826, -27.095, 16.055)
H (6.509, -25.715, 17.099)
H (12.444, -23.458, 17.999)
H (11.377, -22.236, 17.674)
H (11.446, -22.141, 20.581)
H (13.129, -22.304, 19.957)
H (12.161, -21.026, 19.501)
C (17.198, -14.620, 26.388)
C (18.094, -15.724, 25.788)
O (18.058, -16.046, 24.402)
P (19.331, -16.499, 23.377)
O (20.635, -16.676, 24.075)
O (19.420, -15.321, 22.302)
C (18.526, -14.248, 22.214)
C (19.392, -13.010, 22.210)
O (18.756, -17.740, 22.510)
C (17.337, -17.890, 22.068)
C (17.129, -19.215, 21.396)
H (17.485, -13.688, 25.901)
H (16.178, -14.969, 26.227)
H (17.351, -14.708, 27.464)
H (19.127, -15.417, 25.953)
H (17.889, -16.680, 26.271)
H (17.986, -14.224, 21.267)
H (17.745, -14.044, 22.946)
H (18.907, -12.046, 22.362)
H (20.162, -12.998, 22.981)
H (19.794, -12.934, 21.200)
H (16.775, -17.929, 23.001)
H (17.025, -17.008, 21.509)
H (16.054, -19.359, 21.509)
H (17.622, -19.189, 20.424)
H (17.547, -20.022, 21.997)

Calculated values
spin multiplicity = 2
gap between HOMO and LUMO (alpha / beta) = 0.0657 / 0.2199 hartree
net charge = -4
HOMO (alpha / beta) = 3.595 / -0.602 eV
largest force on an atom = 9.2 eV Å⁻¹